Formula: C24H42BI2NO4Si2
Source: OMol25
Level of theory: wB97M-V/def2-TZVPD

```
76
Properties=species:S:1:pos:R:3:forces:R:3
C 2.272396 3.764675 -0.189203 -0.9 -0.4 -0.8
C 1.087758 2.656702 -0.129910 0.5 0.6 0.4
B 1.329944 1.659809 1.135240 0.6 -0.2 0.0
O 2.397381 1.936183 2.087578 -2.7 -0.4 -0.8
C 0.396442 0.328736 1.434259 0.5 0.6 0.9
C -0.553304 0.919086 2.628959 -1.0 0.0 -0.6
C -1.526075 2.089811 2.055035 0.5 -0.1 0.4
O -2.916451 1.911549 2.504037 0.3 1.1 -2.1
Si -3.864052 2.596880 1.186096 -1.3 0.0 0.4
C -3.206260 4.338148 0.645347 0.9 -0.3 -0.6
C -5.706399 2.909682 1.720293 0.4 0.6 0.1
C -3.975801 1.408617 -0.329437 0.1 -0.6 -0.8
C 1.293041 -0.990186 1.806473 -1.2 0.4 0.3
C 0.747150 -2.106709 0.733937 -0.5 0.6 1.2
C 1.417322 -2.083011 -0.722334 1.6 -1.0 0.2
C 2.513704 -0.940451 -0.953748 -1.1 0.0 -1.1
O 3.241532 -1.286346 -2.189449 -0.3 1.6 0.2
Si 3.555017 0.144713 -3.114638 0.8 -0.6 -0.2
C 1.985903 1.005694 -3.811231 -1.1 0.6 0.3
C 4.608674 1.305020 -1.966518 -0.3 -0.3 -0.1
C 4.639124 -0.309857 -4.664310 -0.5 0.4 -0.2
C 0.881729 -3.450704 1.631632 3.4 -1.1 -0.5
I -0.868020 -4.492741 2.481592 1.0 0.9 -0.7
C 2.133344 -4.056825 1.973263 -3.8 -0.1 0.2
C 2.181005 -5.413433 2.861581 1.2 0.4 -0.5
I 4.042886 -3.248410 1.359647 -1.0 -0.7 0.4
C -0.738154 -1.502059 0.632782 -0.1 -1.5 2.0
C -1.894270 -2.282204 -0.129041 -2.9 -0.9 -1.1
C -3.274093 -2.339626 0.554418 -0.8 -0.8 -1.2
C -4.541613 -3.050707 -0.001518 4.9 -0.1 -3.0
C -4.258908 -3.728695 -1.397257 2.2 2.2 3.1
C -2.813593 -3.601619 -1.910549 -1.5 -0.1 0.6
N -1.687067 -2.945579 -1.364425 -3.5 0.3 2.0
O -0.480913 -0.113042 0.339224 0.1 -0.5 0.6
H 1.962007 4.599874 0.540796 0.9 -1.2 -1.2
H 2.312052 4.135403 -1.281012 0.1 -0.2 1.8
H 3.284250 3.308660 0.065285 -1.4 0.8 -0.2
H 0.105306 3.253053 0.018663 1.4 -1.1 -0.2
H 0.963295 2.068596 -1.105446 0.2 0.8 1.3
H 2.123608 1.612140 2.977393 0.6 0.0 -1.0
H 0.043330 1.388231 3.480373 -0.7 -0.9 -1.0
H -1.252025 0.109168 3.034553 1.1 1.0 -0.4
H -1.565309 2.108609 0.909969 0.7 -0.2 1.5
H -1.110435 3.092023 2.453882 -0.8 -1.4 -0.8
H -4.012762 4.950726 0.087995 1.3 -1.0 1.0
H -2.754490 4.905124 1.525920 -0.8 -0.6 -1.2
H -2.333783 4.114582 -0.082234 -1.3 0.7 1.0
H -5.703102 3.904552 2.306195 -0.2 -1.7 -0.6
H -6.137722 2.037449 2.314564 0.3 1.4 -0.8
H -6.307256 3.120783 0.764542 0.8 -0.5 1.4
H -2.940347 1.158945 -0.754276 -1.4 0.2 0.5
H -4.598609 1.868823 -1.190835 1.0 -0.5 1.4
H -4.508015 0.414790 -0.080623 0.9 1.5 -0.2
H 2.412664 -0.794838 1.850412 -1.6 -0.3 -0.3
H 0.973888 -1.364974 2.850371 0.5 0.6 -1.6
H 0.687285 -2.029711 -1.593957 0.6 0.0 1.5
H 1.974549 -3.091794 -0.838773 -0.8 1.6 0.0
H 1.925743 0.021672 -1.224932 0.9 -1.2 1.1
H 3.254931 -0.793564 -0.102980 -1.1 -0.2 -1.1
H 1.955678 1.016540 -4.954210 0.2 0.0 1.6
H 1.980330 2.097798 -3.432224 -0.1 -1.6 -0.7
H 0.995709 0.529275 -3.463417 1.5 0.7 -0.4
H 4.038638 1.437441 -0.981783 1.0 0.1 -1.3
H 5.588872 0.734303 -1.772558 -1.3 1.1 -0.2
H 4.778844 2.310318 -2.494740 -0.1 -1.4 1.0
H 4.051749 -0.028029 -5.620500 1.0 -0.7 1.5
H 5.555749 0.370751 -4.644541 -1.0 -1.2 -0.1
H 4.885454 -1.422569 -4.643948 0.0 1.6 -0.2
H 1.643985 -5.299679 3.862250 0.5 -0.1 -1.6
H 1.772896 -6.311102 2.258507 0.5 1.6 1.0
H 3.281060 -5.640431 3.105535 -1.6 0.3 -0.4
H -1.094055 -1.594527 1.734664 0.2 0.4 -1.6
H -3.390836 -1.818305 1.573353 0.3 -0.8 -1.7
H -5.549648 -3.089608 0.520804 1.7 0.2 -0.7
H -5.091630 -4.287815 -1.955306 1.7 0.9 0.8
H -2.621224 -4.135787 -2.915553 -0.2 1.0 1.8
```
Forces are in eV/Å.

Calculated values
DFT total energy = -2494.498974 hartree
Frontier orbital gap = 8.333 eV
LUMO level = -0.30 eV
HOMO level = -0.317 Eh
Structure (SMILES) = CCB(O)[C@]1(CCO[Si](C)(C)C)C[C@@](CCO[Si](C)(C)C)(/C(I)=C(/C)I)[C@H](c2ccccn2)O1
ΔE to the lowest compared entry with this formula, charge and spin = 169.2 kcal per mole

Formula: C24H42Br20F5IO4S
Source: OMol25
Level of theory: wB97M-V/def2-TZVPD

```
97
Properties=species:S:1:pos:R:3:forces:R:3
O 2.110061 1.696980 -3.037873 0.1 -0.6 -0.2
S 1.832962 1.339690 -1.701751 0.4 0.8 -0.5
O 0.900536 2.107839 -0.958612 0.0 -0.2 0.4
O 1.542685 -0.209951 -1.503279 0.2 0.3 0.2
C 1.867545 -0.485358 -0.120908 -0.9 -0.6 -0.3
I 0.008752 -0.640509 0.938690 0.4 0.1 0.3
C 2.994597 0.494694 0.270017 0.1 0.7 -0.4
C 2.881270 1.497511 1.468878 0.8 -0.2 0.0
F 1.806958 1.370037 2.245402 -0.2 -0.1 0.1
F 2.939296 2.763238 1.024221 -0.2 0.1 0.0
C 4.131567 1.339564 2.382085 -0.2 0.5 0.3
F 3.986659 2.138407 3.457095 0.2 -0.4 -0.2
F 5.222555 1.742474 1.719563 -0.4 -0.7 0.1
F 4.288430 0.074221 2.801074 0.0 0.4 -0.2
O 3.242094 1.257674 -0.921952 -0.4 0.0 0.3
H 2.248658 -1.499206 -0.100604 -0.1 0.4 -0.3
H 3.895544 -0.086856 0.412824 0.1 -0.2 0.2
Br 1.284538 7.372867 4.474119 -0.1 -0.1 0.0
C 1.796973 5.494705 4.541457 0.2 0.2 0.0
C 1.714449 4.844774 3.187526 -0.2 -0.1 0.0
Br -0.121218 4.460208 2.679560 0.0 0.1 0.0
H 1.152799 5.020875 5.274041 0.0 0.0 0.0
H 2.823129 5.489053 4.902639 0.0 0.0 0.0
H 2.214851 3.883649 3.202387 0.1 0.0 0.1
H 2.136064 5.459957 2.399710 0.0 0.0 0.0
Br -1.904992 0.597373 -1.903827 -0.2 0.1 -0.3
C -3.222600 -0.595699 -2.696830 0.1 0.2 0.2
C -2.958115 -2.026152 -2.323729 -0.1 -0.2 -0.2
Br -1.473889 -2.794188 -3.318052 0.1 0.0 0.1
H -3.206301 -0.420483 -3.767354 0.0 -0.1 0.0
H -4.180114 -0.278340 -2.294036 0.0 0.0 0.0
H -3.819348 -2.646010 -2.571262 0.0 0.0 0.0
H -2.714235 -2.141778 -1.272353 0.0 0.1 0.0
Br -1.724702 -3.702537 0.810934 0.1 -0.5 -0.4
C -2.986704 -4.899752 -0.063094 -0.1 0.1 0.3
C -2.696297 -6.339565 0.259298 0.1 -0.1 -0.2
Br -1.160605 -7.003200 -0.737534 0.0 0.0 0.1
H -2.935083 -4.689191 -1.127644 0.1 0.0 0.0
H -3.967001 -4.615827 0.317765 0.0 0.0 0.0
H -3.528682 -6.971577 -0.037450 0.0 0.0 0.0
H -2.481647 -6.496157 1.311266 0.0 0.0 0.0
Br 10.190385 2.670655 1.094430 -0.1 0.0 0.0
C 9.056402 4.184891 0.638325 0.2 0.0 0.0
C 8.468066 4.829040 1.864189 -0.2 0.0 0.1
Br 7.006235 3.769656 2.589902 0.3 0.3 0.1
H 8.298440 3.814750 -0.043492 0.0 0.0 0.0
H 9.704908 4.884035 0.115867 0.0 0.0 0.0
H 8.031463 5.793075 1.613592 0.0 0.0 0.0
H 9.193343 4.957051 2.660319 0.1 0.0 0.0
Br 0.488725 10.927725 3.496922 0.1 0.0 0.0
C 2.341524 10.663124 4.031047 -0.2 0.1 0.1
C 3.076798 11.970231 4.155937 0.2 0.0 -0.1
Br 3.541939 12.707051 2.415736 -0.1 0.0 0.0
H 2.786528 9.998011 3.299533 0.0 0.0 0.0
H 2.295532 10.161431 4.994155 0.0 0.0 0.0
H 4.024390 11.824347 4.669244 0.0 0.0 0.0
H 2.497882 12.728142 4.672198 0.0 0.0 0.0
Br -6.414408 -6.938495 0.171781 -0.1 0.0 0.0
C -6.935557 -7.201379 -1.683772 0.2 -0.1 0.1
C -6.023093 -6.452775 -2.620310 -0.1 0.1 -0.1
Br -6.398656 -4.542584 -2.624423 0.1 0.0 0.1
H -7.971643 -6.891412 -1.764154 0.0 0.1 0.0
H -6.862240 -8.272043 -1.859176 0.0 0.0 0.0
H -6.176811 -6.781106 -3.645357 0.0 0.0 0.0
H -4.975535 -6.563122 -2.359986 0.0 -0.1 0.0
Br 0.620580 -6.793364 -5.470478 0.0 0.0 -0.1
C 0.822488 -5.543155 -6.947497 0.1 -0.1 0.2
C -0.070351 -4.343272 -6.784803 -0.1 0.1 -0.2
Br -1.922232 -4.758865 -7.207714 0.0 0.0 0.1
H 0.618313 -6.096128 -7.857803 0.0 0.0 0.0
H 1.867601 -5.242941 -6.930721 0.0 0.0 0.0
H 0.215086 -3.558609 -7.481527 0.0 0.0 0.0
H -0.062194 -3.948900 -5.774211 0.0 0.0 0.0
Br 3.053372 -3.135096 1.283698 0.2 -0.5 0.4
C 4.791535 -3.931648 1.660579 -0.1 0.2 0.1
C 5.858227 -3.403340 0.739702 0.1 -0.2 -0.2
Br 5.724167 -4.181597 -1.036553 0.0 0.1 0.0
H 4.662948 -5.005785 1.584375 0.0 0.0 -0.1
H 5.012016 -3.664490 2.691625 0.0 0.0 0.0
H 6.844529 -3.678596 1.105277 0.0 0.0 0.0
H 5.808152 -2.326760 0.614499 0.0 0.0 0.1
Br -5.059720 -4.416106 3.095909 0.0 -0.1 0.1
C -5.077030 -2.853382 4.255442 -0.1 -0.1 -0.1
C -4.977312 -1.595697 3.437825 0.1 0.3 0.1
Br -3.175053 -1.314523 2.765264 -0.2 0.2 0.2
H -4.263319 -2.975664 4.961839 0.1 0.1 0.0
H -6.026160 -2.884998 4.785439 0.0 0.0 0.0
H -5.210961 -0.720778 4.040033 0.0 0.0 0.1
H -5.626436 -1.619666 2.569144 -0.1 0.0 0.0
Br -6.805022 -0.425289 -3.257864 -0.2 0.0 0.0
C -7.436908 1.172146 -4.172901 0.2 -0.1 -0.1
C -6.929860 2.426594 -3.513498 -0.2 0.1 0.1
Br -7.896135 2.814616 -1.870932 0.1 0.0 0.0
H -8.519551 1.113682 -4.191717 0.0 0.0 0.0
H -7.052355 1.093326 -5.187097 0.0 0.0 0.0
H -7.096098 3.286748 -4.157543 0.0 0.0 0.0
H -5.878372 2.367788 -3.252701 0.0 0.0 0.0
```
Forces are in eV/Å.

Calculated values
DFT total energy = -53916.121880 hartree
Frontier orbital gap = 9.388 eV
LUMO level = 0.18 eV
HOMO level = -0.338 Eh
ΔE to the lowest compared entry with this formula, charge and spin = 4.9 kcal per mole

Formula: C24H42BrN5O6
Source: OMol25
Level of theory: wB97M-V/def2-TZVPD

```
78
Properties=species:S:1:pos:R:3:forces:R:3
C 2.130684 -2.899477 0.440611 0.7 0.8 0.8
C 1.098049 -1.684575 0.743477 0.7 0.0 0.9
C 1.470553 -0.425860 -0.190549 1.3 -0.1 -0.3
C 2.334434 0.685026 0.653486 0.3 -1.4 0.6
C 0.249068 0.214016 -1.033217 -0.4 1.9 0.7
C 0.665986 1.787883 -1.193735 0.9 3.7 -0.3
N 0.976966 2.963214 -1.234415 -1.8 -6.7 0.0
C -1.163181 0.291035 -0.219035 0.4 1.1 0.2
C -1.062575 0.791265 1.309101 -1.7 0.8 -0.2
O -2.221518 0.178313 1.999423 0.4 0.2 -1.2
C -1.337940 2.401698 1.435869 0.0 -0.1 1.8
N -0.097268 3.199867 1.658602 -0.6 0.2 -0.5
C 0.000715 -0.422933 -2.494926 -0.7 0.0 -2.0
C -1.571624 -0.438536 -2.942493 -3.9 1.7 2.0
N -2.770486 -0.234503 -2.940485 6.6 -1.3 -0.5
C 0.686761 0.430959 -3.721868 -0.3 -1.2 -0.8
C 2.289708 0.387417 -3.743181 0.8 1.0 -0.9
C 2.993682 1.869144 -3.734565 1.0 -0.4 -0.8
C 4.367741 1.886983 -2.864659 -0.5 1.5 -0.2
O 5.226088 0.769520 -3.298141 -0.8 -1.6 2.6
C 5.448790 -0.158937 -2.239949 1.8 0.6 2.7
O 5.943684 0.113747 -1.114211 -2.3 -0.6 -4.6
C 0.501818 -1.929741 -2.719854 0.2 -0.8 -0.7
C -0.281972 -3.081842 -1.959514 -3.3 0.4 2.3
O -1.289969 -3.007539 -1.225800 4.6 0.3 -3.2
Br 0.415846 -4.954902 -2.263802 -0.2 1.2 -0.1
H 2.125867 -3.258282 -0.645594 -0.2 0.3 1.7
H 2.049859 -3.762052 1.212845 -0.2 1.4 -1.6
H 3.190134 -2.448713 0.619519 -1.7 -0.8 -0.4
H -0.002441 -1.991476 0.745452 1.6 0.4 -0.3
H 1.336284 -1.357174 1.835164 -0.6 -0.6 -1.8
H 2.269575 -0.832420 -0.935520 -1.5 0.7 1.0
H 1.692119 1.362963 1.307320 0.9 -0.7 -1.2
H 3.079575 1.256008 -0.001041 -1.4 -0.7 0.9
H 2.980288 0.046947 1.382847 -1.0 1.1 -1.3
H -1.764781 1.132499 -0.753734 0.8 -1.8 0.8
H -1.750379 -0.690286 -0.221334 1.1 1.3 -0.3
H -0.151477 0.444389 1.897571 -1.2 0.6 -0.9
H -2.985007 0.219635 1.374611 0.9 0.0 0.7
H -1.963943 2.819490 0.573636 1.1 -0.8 1.0
H -1.990631 2.530165 2.393126 0.7 -0.6 -1.7
H 0.211011 3.190492 2.641778 -0.4 0.2 -0.7
H -0.241094 4.187564 1.366204 0.3 -1.1 0.5
H 0.338994 -0.151266 -4.670528 0.5 1.1 1.6
H 0.219405 1.475396 -3.847569 0.9 -1.5 0.6
H 2.786192 -0.256252 -2.938842 -1.0 0.9 -0.9
H 2.622303 -0.074641 -4.757541 -0.6 0.6 1.9
H 2.268401 2.708502 -3.456186 1.2 -1.3 0.0
H 3.335404 2.095704 -4.823783 -0.6 -0.4 1.8
H 4.192976 1.858020 -1.734188 0.2 -0.2 -1.7
H 4.974690 2.844967 -3.078945 -1.1 -1.5 0.3
H 5.200244 -1.273969 -2.445864 0.3 1.9 -0.4
H 1.631590 -2.101826 -2.544107 -1.9 0.4 -0.1
H 0.360686 -2.141245 -3.857509 0.1 0.1 2.0
C -3.700443 -4.505642 -1.519921 -0.2 0.1 -0.5
N -4.814579 -5.210614 -2.116242 -0.2 -0.4 0.3
C -5.524926 -6.253027 -1.604647 -0.4 0.0 -0.6
C -5.138397 -6.773957 -0.246412 0.0 -0.1 0.2
O -6.447623 -6.737619 -2.247599 0.2 0.0 0.2
H -3.972831 -3.451756 -1.429391 0.3 0.0 0.2
H -2.842917 -4.595052 -2.188899 0.1 0.1 0.3
H -3.438298 -4.898205 -0.539697 -0.1 0.0 -0.1
H -5.133804 -4.918778 -3.029707 0.0 0.0 0.1
H -5.794890 -7.602279 0.023372 0.0 0.2 -0.2
H -4.109260 -7.140169 -0.263306 0.0 0.1 0.1
H -5.249179 -5.987092 0.503364 0.2 -0.1 0.0
C -1.105544 6.272411 6.686799 0.1 0.5 -0.2
N -0.267008 6.057324 5.528298 0.2 -0.5 -0.1
C 0.228156 4.882705 5.051748 0.3 0.4 -0.4
C -0.113815 3.617650 5.792185 0.0 -0.2 0.0
O 0.929792 4.878645 4.047309 -0.2 -0.1 0.2
H -2.031456 6.747970 6.355503 -0.1 -0.1 0.3
H -0.582476 6.948364 7.367037 -0.2 -0.1 0.2
H -1.339795 5.345404 7.205971 0.1 0.1 -0.1
H 0.006317 6.859784 4.977748 0.0 -0.1 0.1
H 0.353027 2.767972 5.291835 0.0 0.2 0.0
H 0.265706 3.666850 6.815326 -0.2 -0.1 0.0
H -1.195620 3.464757 5.795335 0.1 0.0 0.2
```
Forces are in eV/Å.

Calculated values
DFT total energy = -4238.715627 hartree
Frontier orbital gap = 8.524 eV
LUMO level = -0.23 eV
HOMO level = -0.322 Eh
Structure (SMILES) = CC[C@H](C)[C@](C#N)(C[C@H](O)CN)[C@@](C#N)(CCCCOC=O)CC(=O)Br.CNC(C)=O.CNC(C)=O

Question: Which value of DFT total energy does entry 2 give?
Answer: -53916.121880 hartree